# 1
The following is a quantum chemistry calculation of the molecule C21H20FN5O4S in a non-equilibrium geometry, from the Open Molecules 2025 dataset.

Structure (XYZ):
```
52
Properties=species:S:1:pos:R:3:forces:R:3
C 3.331 1.762 -3.869 -0.1 0.1 0.2
C 2.891 2.222 -2.483 0.2 0.4 -0.4
N 2.485 1.108 -1.670 -0.4 -0.6 0.6
C 1.248 0.568 -1.486 0.2 0.1 0.0
C -0.023 1.098 -2.046 -0.2 0.1 -0.3
N -1.138 0.478 -1.380 0.3 0.2 0.1
C -2.030 -0.296 -2.051 0.0 0.2 0.2
O -2.121 -0.289 -3.262 -0.1 -0.1 -0.3
C -2.925 -1.087 -1.158 -0.2 -0.3 -0.1
C -4.259 -1.236 -1.509 0.2 0.1 -0.1
C -5.149 -1.952 -0.715 0.0 -0.2 0.3
C -4.644 -2.517 0.432 0.6 0.2 0.0
C -3.295 -2.391 0.776 -0.6 0.1 -0.3
C -2.410 -1.687 0.000 -0.2 -0.2 0.2
O -3.066 -3.051 1.955 0.4 0.2 -0.2
C -4.303 -3.617 2.329 -0.2 -0.7 1.0
O -5.287 -3.259 1.382 -0.2 0.2 -0.4
N 1.319 -0.449 -0.666 -1.0 0.0 -0.2
N 2.598 -0.612 -0.306 0.9 -0.4 0.0
C 3.292 0.319 -0.900 0.4 0.0 -0.2
S 4.979 0.669 -0.613 0.1 -0.1 0.1
C 4.881 0.849 1.216 0.0 0.0 -0.4
C 3.514 1.436 1.531 0.3 -0.1 0.4
O 3.208 2.556 1.187 0.0 0.2 -0.1
N 2.689 0.566 2.170 0.1 -0.3 0.6
C 1.297 0.637 2.257 -0.2 0.0 0.1
C 0.537 1.728 1.850 0.1 0.1 0.0
C -0.846 1.670 1.900 -0.1 0.0 0.0
C -1.495 0.538 2.362 0.0 0.1 0.0
C -0.755 -0.553 2.792 0.3 0.0 0.0
C 0.619 -0.488 2.735 -0.1 0.2 0.0
F 1.353 -1.545 3.152 0.0 0.1 -0.1
H 2.518 1.251 -4.379 0.0 -0.1 -0.1
H 3.631 2.622 -4.461 0.0 0.1 -0.1
H 4.176 1.082 -3.787 0.1 -0.1 0.0
H 2.051 2.916 -2.556 0.1 0.0 0.1
H 3.720 2.717 -1.968 -0.2 0.0 0.0
H -0.056 2.189 -1.917 0.0 -0.1 -0.1
H -0.120 0.870 -3.115 0.0 0.1 0.1
H -1.047 0.369 -0.381 -0.1 0.0 0.0
H -4.603 -0.778 -2.423 0.0 0.0 -0.1
H -6.187 -2.063 -0.981 -0.1 0.0 0.0
H -1.364 -1.638 0.254 0.2 0.0 0.0
H -4.595 -3.242 3.323 0.1 0.0 -0.3
H -4.212 -4.715 2.369 0.0 0.3 -0.1
H 5.056 -0.122 1.674 0.0 0.1 0.1
H 5.673 1.550 1.474 -0.1 0.0 0.1
H 3.049 -0.360 2.366 0.0 0.2 -0.2
H 1.036 2.611 1.487 0.0 0.0 0.0
H -1.421 2.523 1.572 -0.1 0.1 0.0
H -2.573 0.499 2.389 -0.1 0.0 0.0
H -1.230 -1.454 3.148 0.0 -0.1 0.0
```
Positions in Å, forces in eV/Å.

Results
- E_HOMO (eV) = -8.29
- energy above the lowest of the compared OMol25 structures with the same formula, charge and spin (kcal per mole) = 5.0
- structure (SMILES) = CCn1c(CNC(=O)c2ccc3c(c2)OCO3)nnc1SCC(=O)Nc1ccccc1F
- frontier orbital gap (hartree) = 0.3241
- calculated total energy (eV) = -51295.345
- 2S+1 = 1
- LUMO (eV) = 0.533

Atomic partial charges in e from the Löwdin method, atoms 1 to 2: -0.06, -0.20

***

# 2
The following is a quantum chemistry calculation of the molecule C21H20N2O2S in a non-equilibrium geometry, from the Open Molecules 2025 dataset.

Structure (XYZ):
```
46
Properties=species:S:1:pos:R:3:forces:R:3
C -4.736 -1.945 0.315 0.0 0.0 0.0
C -4.084 -0.621 0.055 0.0 0.1 -0.1
C -4.773 0.565 0.284 0.1 -0.1 0.0
C -4.178 1.785 0.034 0.0 -0.1 0.0
C -2.875 1.880 -0.442 0.1 -0.1 0.0
C -2.176 0.690 -0.641 -0.3 0.1 0.2
C -2.782 -0.540 -0.409 0.0 0.1 0.0
H -2.217 -1.444 -0.591 0.1 -0.1 0.0
N -0.841 0.680 -1.110 -0.3 -0.2 -0.4
C 0.211 1.254 -0.481 0.1 0.0 -0.2
O 0.104 1.979 0.485 0.0 0.1 0.2
C 1.548 0.934 -1.154 0.1 -0.6 0.0
C 2.824 1.201 -0.399 0.1 0.2 0.1
C 2.889 1.516 0.952 -0.1 0.1 0.1
C 4.117 1.702 1.568 0.1 0.0 0.0
C 5.291 1.572 0.851 0.1 0.0 0.1
C 5.236 1.265 -0.499 0.0 0.0 -0.1
C 4.014 1.082 -1.115 0.0 0.1 0.0
H 3.975 0.834 -2.167 0.0 0.0 -0.1
H 6.146 1.167 -1.072 0.1 0.0 0.0
H 6.245 1.715 1.337 0.1 0.0 0.0
H 4.148 1.950 2.618 0.0 0.0 0.1
H 1.988 1.655 1.525 0.0 0.0 0.0
H 1.571 1.517 -2.083 0.0 -0.1 0.1
S 1.592 -0.801 -1.816 0.1 0.6 -0.3
C 1.285 -1.750 -0.386 0.1 0.4 -0.2
C 1.051 -1.410 0.929 0.0 -0.2 0.1
C 0.818 -2.424 1.845 0.0 0.0 -0.1
C 0.830 -3.744 1.417 0.0 0.2 0.0
C 1.065 -4.034 0.090 -0.1 -0.4 0.4
N 1.282 -3.049 -0.792 -0.1 0.3 0.6
O 1.485 -3.237 -2.028 0.1 -0.7 -0.8
H 1.083 -5.035 -0.311 0.0 0.0 -0.1
H 0.654 -4.551 2.109 0.0 -0.1 0.0
H 0.630 -2.182 2.878 0.0 0.0 0.1
H 1.048 -0.379 1.235 0.0 0.1 0.0
H -0.627 -0.025 -1.807 0.1 0.1 0.2
C -2.268 3.210 -0.749 0.1 0.1 0.1
H -3.029 3.986 -0.758 -0.1 0.0 -0.1
H -1.517 3.461 0.000 0.0 0.1 -0.1
H -1.770 3.189 -1.718 0.0 0.1 -0.1
H -4.739 2.693 0.201 0.0 0.1 0.0
H -5.789 0.526 0.651 -0.1 0.0 0.0
H -4.991 -2.040 1.370 0.0 -0.1 0.1
H -4.078 -2.766 0.042 0.0 -0.1 0.0
H -5.658 -2.032 -0.258 -0.1 -0.1 0.0
```
Positions in Å, forces in eV/Å.

Results
- E_HOMO (eV) = -8.52
- energy above the lowest of the compared OMol25 structures with the same formula, charge and spin (kcal per mole) = 4.0
- frontier orbital gap (hartree) = 0.3331
- calculated total energy (eV) = -40011.094
- 2S+1 = 1
- LUMO (eV) = 0.539

Atomic partial charges in e from the Löwdin method, atoms 1 to 2: -0.05, -0.28

***

# 3
The following is a quantum chemistry calculation of the molecule C21H20N2O3S in a non-equilibrium geometry, from the Open Molecules 2025 dataset.

Structure (XYZ):
```
47
Properties=species:S:1:pos:R:3:forces:R:3
C 2.239 -6.201 0.416 1.6 -1.7 0.2
C 1.900 -4.782 0.509 3.1 0.5 3.1
C 2.520 -3.954 1.500 -2.0 2.0 -1.9
C 2.193 -2.555 1.482 1.6 -1.7 1.3
C 1.228 -2.051 0.601 -0.7 -0.8 -0.1
C 0.956 -0.572 0.787 1.9 -0.4 -0.8
O 1.273 -0.038 1.826 -0.8 0.4 0.3
N 0.688 0.168 -0.352 -1.0 -2.1 0.3
C 0.317 1.496 -0.303 1.5 2.4 -5.5
C 0.458 2.197 -1.516 0.2 -1.7 1.3
C 1.028 1.746 -2.830 -0.3 -0.1 1.4
S 1.978 0.222 -3.108 -0.6 2.3 -2.0
C 2.222 0.765 -4.808 -1.5 1.0 -0.9
C 1.594 1.978 -5.091 -0.6 -0.9 2.3
C 0.938 2.586 -3.919 2.1 -1.9 -0.1
C 0.532 3.995 -3.789 -1.9 1.2 -0.1
C -0.192 2.278 0.808 -0.8 2.3 3.7
O 0.098 3.442 1.163 0.6 -1.4 -2.1
N -1.123 1.688 1.578 -0.2 1.0 1.2
C -1.592 2.274 2.868 -3.4 2.7 -6.3
C -2.973 1.808 3.040 -3.6 -1.5 3.8
C -3.900 2.143 4.060 0.3 -0.5 -1.8
C -5.180 1.419 3.762 2.3 0.2 -1.3
C -4.859 0.631 2.670 1.1 2.1 2.1
O -3.523 0.812 2.269 -1.2 0.3 0.2
C 0.556 -2.943 -0.287 2.7 0.0 1.8
C 1.012 -4.288 -0.331 -3.3 1.8 -2.5
H 3.153 -6.444 0.959 0.2 0.3 0.2
H 1.517 -6.784 0.967 -0.6 -0.5 -0.4
H 2.489 -6.592 -0.596 -0.9 0.3 0.5
H 3.181 -4.358 2.227 0.6 -0.2 0.3
H 2.765 -1.891 2.213 -1.2 -0.8 -1.2
H 0.560 -0.359 -1.254 0.0 0.9 1.5
H 0.015 3.180 -1.574 0.2 0.0 0.4
H 2.551 0.173 -5.689 0.1 0.0 1.4
H 1.349 2.396 -6.056 0.8 -0.1 -0.3
H 0.862 4.652 -4.591 0.5 -0.2 0.1
H 0.712 4.451 -2.808 0.7 -0.2 -0.4
H -0.560 4.125 -3.828 -0.1 -0.3 -0.2
H -1.286 0.735 1.485 -0.4 -1.8 -0.2
H -1.860 3.410 2.673 1.4 -2.0 0.3
H -0.916 2.216 3.590 2.7 -0.6 3.4
H -3.625 2.827 4.879 -0.6 -0.3 -0.6
H -6.209 1.583 4.135 1.1 -0.3 0.0
H -5.500 -0.019 2.155 -0.2 -0.8 -1.0
H -0.191 -2.517 -0.879 -1.2 0.1 -1.1
H 0.606 -5.048 -1.014 -0.2 0.8 0.0
```
Positions in Å, forces in eV/Å.

Results
- E_HOMO (eV) = -7.94
- energy above the lowest of the compared OMol25 structures with the same formula, charge and spin (kcal per mole) = 98.7
- structure (SMILES) = Cc1ccc(C(=O)N/C(=C\c2sccc2C)C(=O)NCc2ccco2)cc1
- frontier orbital gap (hartree) = 0.2860
- calculated total energy (eV) = -42056.144
- 2S+1 = 1
- LUMO (eV) = -0.160

Atomic partial charges in e from the Löwdin method, atoms 1 to 2: -0.07, -0.33

***

# 4
The following is a quantum chemistry calculation of C21H20N3O3PdS2SeTe as an isolated structure, from the Open Molecules 2025 dataset.

Structure (XYZ):
```
52
Properties=species:S:1:pos:R:3:forces:R:3
Pd -0.657 1.473 -0.875 0.0 0.1 0.0
O -2.822 -0.034 -4.665 0.0 0.0 0.0
C -3.109 -1.275 -4.240 0.0 0.0 0.0
C -3.770 -2.122 -5.134 0.0 0.0 0.0
C -4.093 -3.413 -4.770 0.0 0.0 0.0
C -3.764 -3.893 -3.505 0.0 0.0 0.0
C -3.110 -3.058 -2.619 0.0 0.0 0.0
C -2.772 -1.747 -2.960 0.0 0.0 0.0
C -2.062 -0.869 -1.985 -0.1 0.1 -0.3
O -1.849 0.343 -2.333 -0.1 -0.1 -0.1
N -1.715 -1.426 -0.853 0.1 -0.2 0.2
N -1.067 -0.546 -0.002 0.1 0.2 0.1
C -0.739 -1.069 1.110 0.0 0.0 0.1
S -0.053 -0.143 2.439 0.0 -0.2 -0.1
C 0.759 -1.600 3.146 -0.1 -0.1 0.0
C -0.258 -2.728 3.101 0.0 0.1 0.0
S -0.956 -2.798 1.426 0.0 0.0 0.0
H -2.363 0.418 -3.912 0.0 0.0 0.0
H -4.017 -1.732 -6.113 0.0 0.0 0.0
H -4.607 -4.054 -5.477 0.0 0.0 0.0
H -4.017 -4.905 -3.217 0.0 0.0 0.0
H -2.841 -3.398 -1.629 0.0 0.0 0.0
H 1.047 -1.348 4.166 0.0 0.0 0.0
H 1.654 -1.855 2.575 -0.1 0.1 0.0
H -1.052 -2.546 3.826 0.0 0.0 0.0
H 0.199 -3.695 3.309 0.0 0.0 0.0
C 1.984 2.380 1.523 0.2 -0.2 0.1
Te 1.951 1.822 -0.529 0.0 0.1 -0.2
C 2.657 -0.069 0.158 0.1 0.0 0.2
C 3.236 0.195 1.530 -0.1 0.3 0.0
C 4.066 -0.729 2.155 0.0 0.1 0.0
C 4.578 -0.476 3.418 0.0 0.0 0.1
C 4.262 0.711 4.067 0.0 -0.1 0.0
C 3.437 1.640 3.452 -0.1 0.0 -0.1
C 2.918 1.397 2.184 0.0 -0.1 -0.1
H 0.970 2.259 1.893 -0.1 0.1 0.0
H 2.271 3.419 1.655 0.1 0.0 0.0
H 3.400 -0.467 -0.530 0.0 0.0 0.0
H 1.808 -0.750 0.202 0.0 -0.1 0.0
H 4.314 -1.652 1.643 0.0 0.0 0.0
H 5.229 -1.200 3.893 0.0 0.0 0.0
H 4.663 0.914 5.052 0.0 0.0 0.0
H 3.183 2.566 3.955 0.0 0.0 0.0
Se -1.989 2.628 1.124 -0.1 0.1 0.2
C -0.998 4.094 1.625 0.0 -0.2 0.0
N -0.376 5.025 1.926 0.0 0.0 0.0
C -0.678 4.392 -1.569 0.1 0.0 -0.1
C -0.510 2.978 -2.087 0.0 0.4 0.2
O -0.280 2.746 -3.240 0.0 -0.1 -0.1
H -0.881 5.057 -2.409 0.0 0.0 0.0
H 0.263 4.692 -1.096 0.0 0.0 0.0
H -1.444 4.451 -0.805 -0.1 0.0 -0.1
```
Positions in Å, forces in eV/Å.

Results
- E_HOMO (eV) = -4.43
- energy above the lowest of the compared OMol25 structures with the same formula, charge and spin (kcal per mole) = 1.1
- charge = -1
- frontier orbital gap (hartree) = 0.2434
- calculated total energy (eV) = -130506.838
- 2S+1 = 1
- LUMO (eV) = 2.196

Atomic partial charges in e from the Löwdin method, atoms 1 to 2: 0.42, 0.06